(1)
Density functional theory data (ωB97M-V with the def2-TZVPD basis set) for 16 unconnected molecules or ions with the total composition C50H132O23 in a non-equilibrium geometry.

Values from the calculation:
- LUMO level: 0.225 eV
- E: -101074.506 eV
- Frontier orbital gap: 9.6 eV

Structure (ORCA input):
```
! wB97M-V def2-TZVPD RIJCOSX def2/J DEFGRID3
* xyz 0 1
C -5.17837 2.56056 -5.94886
C -5.26347 3.50407 -4.72642
O -4.71241 2.78255 -3.60863
C -5.03125 3.35211 -2.31217
C -4.54822 2.44723 -1.21502
H -5.51856 3.10680 -6.85564
H -4.13233 2.46784 -6.14531
H -5.69838 1.65049 -5.77409
H -4.65267 4.40420 -5.01123
H -6.26803 3.84301 -4.50464
H -4.57489 4.40034 -2.33867
H -6.12635 3.40868 -2.28718
H -5.25078 1.54615 -1.24622
H -4.67305 2.91863 -0.24877
H -3.54341 2.06992 -1.42900
C -2.32872 -4.65937 4.48925
C -3.54958 -3.82001 4.44394
O -3.21053 -2.47939 4.23474
C -4.34394 -1.65487 4.41611
C -3.97986 -0.15221 4.28394
H -2.65219 -5.73959 4.41736
H -1.74955 -4.46493 3.62983
H -1.69473 -4.54033 5.39438
H -4.27311 -4.13835 3.75178
H -4.05198 -3.91923 5.45317
H -5.14054 -1.89357 3.72884
H -4.65092 -1.86135 5.50582
H -3.22759 0.22398 5.00595
H -4.81980 0.44293 4.57999
H -3.71327 0.00870 3.29755
C 3.62790 -0.18595 -0.77429
C 3.27768 0.93598 -1.68677
O 4.17719 0.80658 -2.77876
C 4.38190 2.05259 -3.41356
C 5.11620 3.06935 -2.63220
H 4.69569 -0.28159 -0.58962
H 3.21097 -0.09170 0.23969
H 3.21871 -1.18478 -1.07660
H 2.34594 0.91476 -2.16041
H 3.42037 1.90209 -1.13109
H 4.92513 1.87184 -4.29732
H 3.40688 2.42249 -3.68067
H 5.28575 3.93409 -3.38480
H 6.12653 2.74971 -2.27129
H 4.59645 3.50158 -1.74044
C 2.29788 2.47118 1.49787
C 2.08711 2.49178 2.99380
O 0.73099 2.87393 3.16686
C 0.32792 3.08173 4.51327
C -1.17673 3.39344 4.52829
H 1.66743 1.76347 0.96684
H 2.09727 3.45882 1.13716
H 3.28304 2.21857 1.26208
H 2.21628 1.49879 3.42811
H 2.76978 3.20816 3.50091
H 0.37351 2.15212 5.13043
H 0.83475 3.88804 4.93533
H -1.41276 3.97169 3.62210
H -1.43282 3.93832 5.40704
H -1.74126 2.46347 4.54962
C 1.50566 -4.19184 -0.19807
C 1.55798 -5.67248 -0.28010
O 2.78837 -6.14693 0.37085
C 3.02028 -7.51519 0.02926
C 4.45501 -7.81984 0.35566
H 0.56466 -3.95549 -0.57262
H 1.68958 -3.76052 0.81371
H 2.21523 -3.70093 -0.91700
H 0.68357 -6.08695 0.23581
H 1.45530 -6.01411 -1.31200
H 2.37843 -8.21518 0.60929
H 2.76019 -7.70904 -1.04133
H 4.61463 -7.44618 1.36619
H 5.10340 -7.36034 -0.34176
H 4.72730 -8.88492 0.36350
C -0.22360 -0.94219 5.58870
C -1.09126 -0.34833 6.64128
O -0.71794 1.04259 6.77846
C -1.03855 1.60585 8.02281
C -0.48877 3.04386 8.15409
H -0.28643 -2.03759 5.59572
H -0.45649 -0.71163 4.56722
H 0.81547 -0.61365 5.79649
H -2.14504 -0.27795 6.36535
H -1.01157 -0.84137 7.63670
H -2.13612 1.58981 8.30815
H -0.51201 0.94311 8.74647
H -1.07217 3.72206 7.46891
H 0.54366 3.02737 7.78936
H -0.44904 3.46800 9.14346
C 5.34074 -2.82697 2.89686
C 6.14098 -3.95964 2.24033
O 7.10377 -3.46275 1.29926
C 6.53535 -3.17225 0.03840
C 7.58257 -2.45260 -0.82694
H 4.97254 -2.11364 2.15519
H 4.48304 -3.16986 3.38311
H 6.02142 -2.25644 3.56075
H 6.69403 -4.45617 2.99685
H 5.58142 -4.83678 1.84356
H 6.25738 -4.14426 -0.38428
H 5.68919 -2.49814 0.04527
H 7.97794 -1.55646 -0.39265
H 7.17453 -2.22857 -1.80375
H 8.38273 -3.18437 -1.02060
C -0.38944 -1.54816 2.22297
C -1.33596 -0.37155 1.89882
O -0.77858 0.37639 0.79833
C -1.51112 1.60327 0.56231
C -0.84117 2.36451 -0.62486
H 0.56504 -1.17932 2.53586
H -0.82682 -2.06161 3.08020
H -0.25084 -2.29020 1.47759
H -2.29896 -0.70205 1.61393
H -1.30491 0.19712 2.81120
H -2.56052 1.35501 0.35152
H -1.48385 2.28514 1.45786
H -1.41751 3.25743 -0.78015
H -0.80699 1.75304 -1.51906
H 0.20543 2.58643 -0.30245
C 2.91310 -5.70522 -3.91487
C 3.27126 -4.29175 -3.46845
O 3.28405 -3.50878 -4.66474
C 3.16425 -2.11145 -4.51574
C 3.33757 -1.38712 -5.89362
H 3.58352 -6.16455 -4.61349
H 2.75845 -6.37458 -3.08199
H 1.99476 -5.54951 -4.48013
H 2.45274 -3.88315 -2.85200
H 4.18760 -4.17551 -2.85841
H 2.18763 -1.91396 -4.14192
H 3.85190 -1.77137 -3.80973
H 4.35270 -1.46621 -6.21559
H 3.04779 -0.31243 -5.75322
H 2.68998 -1.84670 -6.59447
C -5.01781 -1.17992 -3.29248
C -4.98050 -1.66259 -1.85440
O -3.80384 -2.43182 -1.53932
O -4.13206 -0.20465 -3.65683
H -6.07218 -0.87306 -3.47662
H -4.96952 -1.99134 -4.04575
H -5.79524 -2.35670 -1.74765
H -5.01004 -0.85433 -1.20433
H -3.05218 -1.76429 -1.44907
H -4.60629 0.65464 -3.76682
C -1.40881 0.74801 -5.83945
C -1.41719 1.26725 -4.40036
O -0.07102 1.23474 -3.81416
O -0.65196 1.59008 -6.69779
H -2.48284 0.74116 -6.28270
H -1.02226 -0.31931 -5.72098
H -1.98834 0.58854 -3.80199
H -1.89038 2.24401 -4.32845
H 0.46901 1.86734 -4.28838
H 0.19550 1.09127 -6.75842
C -2.91316 5.88437 -0.05411
C -1.68356 6.69313 0.36795
O -1.90888 7.30440 1.56018
O -3.27699 4.84980 0.87887
H -2.77878 5.48293 -1.09701
H -3.78799 6.62673 -0.12616
H -1.46112 7.41570 -0.44360
H -0.81864 6.02480 0.43020
H -1.21016 7.18102 2.20361
H -2.91739 5.10492 1.76549
C -0.32005 -1.68911 -2.16987
C -0.80621 -2.82925 -2.98238
O -1.50328 -2.31302 -4.10406
O -1.36115 -1.35543 -1.27526
H 0.01309 -0.90493 -2.84571
H 0.59492 -1.97479 -1.61190
H -1.42479 -3.52720 -2.42643
H 0.09310 -3.27469 -3.39997
H -2.24197 -1.70416 -3.81265
H -1.10634 -0.69440 -0.55915
C -4.38648 -6.19623 1.09127
C -5.04546 -4.97517 0.42431
O -4.27149 -3.84326 0.63088
O -2.98436 -6.23965 0.63084
H -4.82204 -7.17713 0.98927
H -4.40952 -6.00227 2.18395
H -6.03169 -4.81197 0.83514
H -5.21452 -5.09345 -0.61928
H -4.03153 -3.41200 -0.21011
H -2.77720 -5.28807 0.55428
C 2.02385 7.08040 1.55487
C 1.73629 6.91016 3.03046
O 0.47298 6.22765 3.25208
O 2.35666 5.77729 1.12553
H 2.90849 7.72997 1.42191
H 1.25581 7.53998 1.00307
H 1.68438 7.87801 3.56053
H 2.53585 6.30779 3.46931
H 0.49531 5.44372 2.69183
H 2.47182 5.74199 0.16687
C 1.78539 4.58670 -2.73633
C 0.55037 4.32871 -3.63953
O 1.08935 3.67834 -4.77831
O 1.55150 5.47554 -1.67265
H 2.54633 4.99659 -3.39224
H 2.21049 3.64848 -2.35653
H 0.13226 5.29315 -3.95409
H -0.22445 3.75325 -3.18128
H 0.40065 3.57551 -5.44114
H 1.11251 6.23631 -2.05098
*
```

=====

(2)
Density functional theory data (ωB97M-V with the def2-TZVPD basis set) for 11 unconnected molecules or ions with the total composition C50H133N11O14 in a non-equilibrium geometry.

Values from the calculation:
- LUMO level: 0.651 eV
- E: -99048.283 eV
- Frontier orbital gap: 9.4 eV
- SMILES: COC[C@H](C)N.COC[C@H](C)N.COC[C@H](C)N.COC[C@H](C)N.COC[C@H](C)N.COC[C@H](C)N.COC[C@H](C)N.COC[C@H](C)N.COCCNCCOC.COCCNCCOC.COCCNCCOC
- Energy relative to the best compared isomer or geometry (same formula, charge and spin): 548.5 kJ/mol

Structure (ORCA input):
```
! wB97M-V def2-TZVPD RIJCOSX def2/J DEFGRID3
* xyz 0 1
C 0.08503 2.78642 9.07377
O -0.89117 2.52751 8.02615
C -0.26281 1.89523 6.91969
C -1.19627 1.64083 5.67670
C -0.73717 0.58054 4.77063
N -1.24824 2.79799 4.83265
H 0.42505 1.79758 9.38148
H -0.27586 3.30497 9.96201
H 0.94577 3.38913 8.78397
H 0.53109 2.55345 6.56676
H 0.08462 0.92687 7.27977
H -2.19852 1.27767 5.90412
H -0.73049 -0.40375 5.23886
H 0.23469 0.86707 4.36879
H -1.42794 0.53085 3.92892
H -1.74707 3.62836 5.11856
H -1.82851 2.49031 4.06538
C -0.95104 -1.83795 1.68341
O -0.31960 -0.65007 1.17668
C -0.44221 -0.30954 -0.22366
C 0.38947 0.92636 -0.68893
C 0.14803 1.52632 -2.12916
N 1.89987 0.77476 -0.61713
H -0.42087 -2.24371 2.54502
H -0.92261 -2.50660 0.82306
H -1.98817 -1.60606 1.92568
H -0.02462 -1.11205 -0.83167
H -1.50599 -0.21945 -0.44354
H 0.26699 1.82068 -0.07795
H -0.90995 1.77881 -2.20022
H 0.27056 0.80709 -2.93897
H 0.67706 2.44697 -2.37539
H 2.22870 1.26435 0.20278
H 2.09395 -0.20137 -0.44505
C -5.43162 -1.22366 -6.45347
O -4.13319 -0.90119 -5.91149
C -3.52352 -1.85248 -4.98691
C -2.21603 -1.29678 -4.49274
C -1.42851 -2.26112 -3.73692
N -2.56107 -0.21378 -3.63677
H -5.53327 -2.28542 -6.67801
H -5.55871 -0.78591 -7.44358
H -6.23948 -1.04651 -5.74348
H -4.13281 -2.01338 -4.09754
H -3.31990 -2.79752 -5.49044
H -1.72363 -0.93778 -5.39648
H -1.08439 -3.13337 -4.29266
H -1.81520 -2.61369 -2.78074
H -0.49743 -1.74440 -3.50412
H -1.89554 0.33105 -3.10732
H -3.12464 0.46540 -4.12791
C 1.99066 -3.16036 -0.17443
O 1.44706 -3.55391 -1.41981
C 1.49015 -4.95287 -1.77584
C 1.32293 -5.12412 -3.30918
C 1.67662 -6.50486 -3.82755
N 1.96962 -4.11502 -4.06862
H 3.06564 -3.15444 -0.35467
H 1.78765 -3.96709 0.52990
H 1.58152 -2.23776 0.23729
H 2.46828 -5.28628 -1.42916
H 0.68075 -5.47006 -1.26058
H 0.28909 -4.86129 -3.53324
H 2.73757 -6.74136 -3.74669
H 1.54751 -6.56874 -4.90798
H 1.06271 -7.32187 -3.44846
H 1.70512 -3.28935 -3.55053
H 2.97907 -4.12478 -4.10069
C 4.93416 4.29974 -8.51828
O 4.02740 4.27725 -7.50072
C 4.51801 3.78837 -6.23724
C 3.23181 3.62359 -5.28579
C 2.20665 4.71316 -5.32474
N 3.65539 3.31559 -3.91440
H 5.69741 4.96701 -8.11790
H 4.76064 4.44122 -9.58504
H 5.40488 3.32470 -8.64404
H 4.79737 2.73497 -6.21731
H 5.37284 4.20362 -5.70345
H 2.72250 2.69909 -5.55785
H 1.87502 4.97224 -6.33022
H 2.65423 5.64804 -4.98743
H 1.29747 4.50315 -4.76135
H 2.83539 3.38372 -3.32868
H 4.30876 3.99153 -3.54520
C 1.94302 -6.72966 1.36166
O 1.22310 -6.66402 2.61345
C 0.18474 -5.71684 2.77855
C -0.21274 -5.43256 4.28795
C -1.39497 -4.46027 4.49013
N 0.82924 -4.68562 5.06668
H 2.50551 -5.81148 1.19239
H 1.21282 -7.07290 0.62880
H 2.61687 -7.58634 1.37330
H 0.73763 -4.89410 2.32520
H -0.68043 -6.04736 2.20381
H -0.46916 -6.38374 4.75443
H -1.03258 -3.47208 4.20683
H -1.85064 -4.57996 5.47304
H -2.12804 -4.59901 3.69548
H 0.56457 -4.60683 6.03819
H 1.70236 -5.18868 5.13517
C -1.98971 3.80383 1.34527
O -2.72870 3.36235 2.46014
C -4.13696 3.67240 2.33226
C -4.90358 3.09320 3.56362
C -5.25398 1.62975 3.45976
N -6.18314 3.75227 3.63602
H -0.91679 3.61282 1.36651
H -2.07004 4.86869 1.12681
H -2.27498 3.19334 0.48851
H -4.42712 4.72082 2.40106
H -4.60395 3.23520 1.44972
H -4.36798 3.31521 4.48662
H -6.05063 1.33290 2.77763
H -5.52259 1.27997 4.45656
H -4.35274 1.06680 3.21690
H -6.90383 3.37642 3.03648
H -6.16336 4.75935 3.56180
C 3.19742 0.58195 3.10815
O 3.08236 1.74037 2.29116
C 2.23735 2.79375 2.72732
C 2.35894 3.93581 1.73605
C 3.78535 4.55055 1.55343
N 1.48821 4.97925 2.17581
H 2.39882 -0.09275 2.79973
H 3.10210 0.83734 4.16352
H 4.16954 0.16214 2.84959
H 1.22032 2.40173 2.71974
H 2.59245 3.11022 3.70806
H 1.94747 3.61988 0.77741
H 3.81882 5.33939 0.80195
H 4.42761 3.75072 1.18478
H 4.25114 4.97442 2.44307
H 1.93966 5.72089 2.69181
H 0.93880 4.50568 2.87865
C 5.68213 -3.19812 7.05165
O 5.45686 -3.67469 5.75223
C 4.12432 -3.62978 5.38563
C 4.16897 -3.84727 3.79547
N 4.72940 -2.59988 3.32878
C 5.36014 -2.87358 2.00608
C 6.39345 -1.75459 1.71670
O 7.29369 -2.33045 0.78448
C 8.37447 -1.45775 0.34267
H 6.70216 -2.81392 7.05742
H 5.81604 -3.84521 7.91850
H 5.08230 -2.36466 7.41721
H 3.75346 -2.63359 5.62680
H 3.52738 -4.38835 5.89191
H 3.19868 -4.08548 3.35970
H 4.68822 -4.78466 3.59604
H 5.47199 -2.49385 4.00510
H 4.54174 -2.86999 1.28615
H 5.91536 -3.81151 1.99463
H 6.82025 -1.62165 2.71081
H 5.82176 -0.87356 1.42505
H 8.99299 -1.88737 -0.44534
H 8.99120 -1.15462 1.18875
H 7.90511 -0.55314 -0.04398
C -1.25052 2.10003 -5.79674
O -2.00657 2.93034 -4.93921
C -2.83380 3.93044 -5.54374
C -3.61574 4.63776 -4.52664
N -2.64777 5.35121 -3.72663
C -3.24988 5.94154 -2.57116
C -2.16788 6.47175 -1.58503
O -1.17957 5.45032 -1.28943
C 0.13002 5.85926 -0.92734
H -0.67839 2.73211 -6.47588
H -1.69860 1.42330 -6.52431
H -0.47010 1.63105 -5.19750
H -3.53086 3.44655 -6.22788
H -2.27606 4.69057 -6.09076
H -4.27098 3.90507 -4.05554
H -4.23662 5.33163 -5.09334
H -1.94675 4.66599 -3.48341
H -3.71248 5.10271 -2.05109
H -4.01735 6.68234 -2.79539
H -2.60773 6.93105 -0.69978
H -1.69181 7.33249 -2.05469
H 0.11751 6.68261 -0.21317
H 0.71563 6.13711 -1.80368
H 0.66535 5.07595 -0.39074
C -5.61147 1.63700 -2.24168
O -6.04569 0.30385 -1.86912
C -5.36204 -0.15758 -0.66060
C -5.52901 -1.66402 -0.58572
N -4.29001 -2.32966 -0.73733
C -4.27386 -3.77833 -0.43011
C -2.94670 -4.52705 -0.86343
O -3.01181 -5.85888 -0.37700
C -1.78288 -6.54784 -0.44198
H -5.77187 2.39122 -1.47128
H -6.03841 2.11455 -3.12360
H -4.52486 1.68959 -2.30949
H -5.72455 0.34635 0.23536
H -4.30559 0.10244 -0.72690
H -6.26634 -2.02372 -1.30339
H -6.00900 -1.84843 0.37537
H -4.19717 -2.26702 -1.74110
H -5.08504 -4.38651 -0.83036
H -4.30901 -3.80673 0.65896
H -1.98486 -4.15035 -0.51549
H -2.91637 -4.51232 -1.95291
H -1.92224 -7.49250 0.08368
H -1.01176 -6.00609 0.10571
H -1.42289 -6.57054 -1.47057
*
```